C39H50B2F6N10O3STi | the ωB97M-V functional and the def2-TZVPD basis

```
! wB97M-V def2-TZVPD RIJCOSX def2/J DEFGRID3
* xyz 0 1
C 0.258 -3.211 1.809
H 4.997 -0.658 1.508
F -2.227 -4.007 -4.574
H -4.082 -5.475 4.148
H 4.429 -1.912 -4.834
O 0.338 1.910 -0.643
C 2.553 -0.872 -4.702
C 2.256 -1.997 -2.249
H 0.848 6.725 -1.104
H 4.196 6.299 0.697
C -1.322 -0.862 4.387
H -2.210 1.778 2.951
H 2.671 -1.512 1.883
S -1.333 -2.658 1.417
H -5.349 1.065 -0.654
H 2.224 6.232 -3.141
C 2.570 1.889 -0.870
H 2.622 -0.393 -5.668
H -4.313 2.103 -2.883
H 1.566 6.636 0.511
B 0.793 0.587 -0.615
C -3.107 0.347 -2.458
H -5.779 -2.159 3.614
H -0.362 -3.801 3.659
C 2.959 -0.513 2.193
H 4.151 -2.947 -2.578
H 3.972 6.016 -3.019
O -1.327 -2.126 -1.711
N 1.329 -3.115 1.070
N 1.163 -2.408 -0.103
C -3.135 -3.711 -1.634
C 1.454 2.698 -0.791
C 1.754 6.914 -0.528
H 4.242 7.735 -0.335
F -0.351 -4.630 -1.086
H 2.910 -3.280 -0.607
F -1.223 -2.108 -4.342
C 2.124 -2.601 -0.927
C 3.419 -0.589 3.654
C -1.855 -3.250 -2.324
N 1.285 -1.203 -2.702
H 5.132 6.295 -0.801
N -2.695 0.551 1.140
C 1.658 1.671 2.610
C 4.209 6.644 -0.338
B -1.863 0.739 2.440
C -3.979 0.869 1.064
H 4.898 4.254 -1.174
H -1.543 -2.549 5.792
C -2.151 -2.906 -3.813
N -2.101 -0.463 3.367
H -3.813 -2.863 -1.555
C 1.730 0.353 2.136
N 0.497 -0.102 1.836
O 2.185 0.576 -0.776
H 1.291 -4.192 3.265
H -3.042 -4.660 2.970
H -3.621 -4.515 -2.184
C 4.117 -0.041 1.313
C 1.531 4.070 -0.843
H -2.883 -4.052 -0.631
C -4.067 -3.303 4.307
H -4.521 1.125 1.959
H -4.421 -3.331 5.344
H 3.875 -0.104 0.255
C -3.388 -4.643 4.006
C 2.964 6.166 -1.096
C 3.828 2.424 -1.010
F -3.333 -2.276 -3.938
H -1.680 1.959 -2.719
C 3.398 -2.286 -2.987
F 0.230 -4.153 -3.106
H 4.244 -1.298 3.752
C 3.916 3.815 -1.062
N -2.213 0.273 -0.103
C 3.550 -1.710 -4.237
H 3.255 7.604 -2.701
H -3.164 -0.711 -2.717
N -0.364 0.913 2.152
H -2.527 -4.806 4.657
C -5.268 -3.095 3.392
H 0.630 4.660 -0.765
H 0.640 -0.012 -4.240
H 2.607 -0.912 4.307
C 1.440 -0.656 -3.898
H 1.941 7.989 -0.564
H -4.143 0.981 -4.240
H -5.977 -3.918 3.505
C -4.378 0.830 -0.259
N -3.179 -1.262 3.243
C -1.901 -1.977 4.951
H -0.206 2.854 2.939
H -5.229 0.590 -2.912
H 4.708 1.798 -1.070
C -0.821 -4.413 -2.309
Ti -0.606 -1.152 -0.340
C 3.113 6.527 -2.581
H 2.469 2.297 2.941
C 0.319 1.972 2.612
C -4.271 1.047 -3.159
H 4.382 0.997 1.536
C 2.798 4.649 -0.978
C -1.784 0.902 -2.971
H 3.771 0.383 4.008
H -0.924 0.378 -2.555
H -4.947 -3.053 2.350
H -0.409 -0.338 4.627
H -1.740 0.791 -4.056
C -3.239 0.463 -0.966
N 0.389 -3.844 2.993
F -1.363 -5.567 -2.721
C -3.070 -2.183 4.188
*
```

Computed properties:
* E_LUMO: -0.026 hartree
* energy relative to the best compared isomer or geometry (same formula, charge and spin): 9.2 kcal per mole
* max |F|: 0.5 eV Å⁻¹